Version a
C6H6O2 in the gas phase. Source: the Open Molecules 2025 dataset; level of theory: ωB97M-V/def2-TZVPD.

The spin multiplicity is 1. Its gap between HOMO and LUMO is 0.360 Eh. The lowest unoccupied orbital energy is 0.201 eV. The calculation puts the HOMO energy at -9.6 eV.

Element x y z (Å)
C (1.904, -0.778, 0.065)
C (0.364, -0.453, -0.239)
C (-0.652, -1.352, -0.282)
C (-2.079, 0.727, -0.054)
C (-1.038, 1.472, 0.107)
C (0.308, 0.985, -0.325)
H (2.858, -0.583, -0.739)
H (1.981, -0.286, 1.145)
H (2.182, -1.739, 0.535)
H (-0.803, -2.545, -0.170)
H (-3.017, 1.011, 0.145)
H (-1.193, 2.486, 0.225)
O (-2.037, -0.713, -0.148)
O (1.221, 1.769, -0.265)

So, what does the Mulliken scheme give us? The charges, in e, come out as: atom 1 (C): -1.056, atom 2 (C): 0.281, atom 3 (C): -0.263, atom 4 (C): -0.213, atom 5 (C): -0.621, atom 6 (C): 0.788, atom 7 (H): 0.217, atom 8 (H): 0.236, atom 9 (H): 0.382, atom 10 (H): 0.306, atom 11 (H): 0.471, atom 12 (H): 0.409, atom 13 (O): -0.371, atom 14 (O): -0.566



Version b
2 unconnected molecules or ions with the total composition C6H6O2. Source: the Open Molecules 2025 dataset; level of theory: ωB97M-V/def2-TZVPD.

The spin multiplicity is 1. Its gap between HOMO and LUMO is 0.296 Eh. The lowest unoccupied orbital energy is -1.057 eV. The calculation puts the HOMO energy at -9.1 eV.

Element x y z (Å)
C (0.875, -0.003, 0.029)
C (0.069, -0.336, 1.307)
C (-1.058, 0.416, 0.616)
C (-1.266, -0.437, -0.698)
C (-0.001, -0.507, -1.194)
C (-0.011, 1.376, 0.015)
H (2.519, -0.674, -1.361)
H (0.460, 0.192, 2.217)
H (-0.127, -1.330, 1.602)
H (-2.008, 0.540, 1.269)
H (-2.222, -0.558, -1.430)
H (0.247, -1.221, -1.966)
O (2.362, 0.093, 0.025)
O (0.161, 2.449, -0.432)

So, what does the Mulliken scheme give us? The charges, in e, come out as: atom 1 (C): 0.471, atom 2 (C): -0.526, atom 3 (C): -0.241, atom 4 (C): -0.438, atom 5 (C): -0.529, atom 6 (C): 0.473, atom 7 (H): 0.345, atom 8 (H): 0.279, atom 9 (H): 0.324, atom 10 (H): 0.379, atom 11 (H): 0.249, atom 12 (H): 0.359, atom 13 (O): -0.614, atom 14 (O): -0.532



Version c
C6H6O2 in the gas phase. Source: the Open Molecules 2025 dataset; level of theory: ωB97M-V/def2-TZVPD.

The spin multiplicity is 1. Its gap between HOMO and LUMO is 0.336 Eh. The lowest unoccupied orbital energy is 0.952 eV. The calculation puts the HOMO energy at -8.2 eV.

Element x y z (Å)
C (1.844, -0.265, 0.377)
C (1.236, -0.005, -0.904)
C (-0.195, -0.080, -0.557)
C (-2.308, 0.442, -0.291)
C (-1.829, -0.163, 0.973)
C (-0.460, -0.520, 0.647)
H (2.495, 0.661, 0.739)
H (2.405, -1.167, 0.174)
H (1.441, -0.772, -1.620)
H (1.565, 1.100, -1.099)
H (-3.332, 0.943, -0.380)
H (-2.337, 0.082, 1.826)
O (-1.300, 0.446, -1.286)
O (0.775, -0.703, 1.400)

So, what does the Mulliken scheme give us? The charges, in e, come out as: atom 1 (C): -0.367, atom 2 (C): -0.297, atom 3 (C): 0.172, atom 4 (C): -0.162, atom 5 (C): -0.767, atom 6 (C): 0.491, atom 7 (H): 0.299, atom 8 (H): 0.225, atom 9 (H): 0.277, atom 10 (H): 0.185, atom 11 (H): 0.355, atom 12 (H): 0.440, atom 13 (O): -0.417, atom 14 (O): -0.433



Version d
C6H6O2 in the gas phase. Source: the Open Molecules 2025 dataset; level of theory: ωB97M-V/def2-TZVPD.

The spin multiplicity is 1. Its gap between HOMO and LUMO is 0.340 Eh. The lowest unoccupied orbital energy is 0.079 eV. The calculation puts the HOMO energy at -9.2 eV.

Element x y z (Å)
C (-1.516, -0.820, 0.193)
C (2.098, 1.196, -0.653)
C (-0.102, -0.397, -0.051)
C (1.209, 0.642, -1.716)
C (-1.811, -0.993, 1.598)
C (-2.056, -1.150, 2.757)
O (-0.025, 0.176, -1.248)
O (1.427, 0.591, -2.893)
H (-1.566, -1.805, -0.294)
H (-2.261, -0.180, -0.293)
H (3.102, 1.342, -1.056)
H (1.688, 2.161, -0.313)
H (2.091, 0.503, 0.202)
H (-2.279, -1.265, 3.768)

So, what does the Mulliken scheme give us? The charges, in e, come out as: atom 1 (C): -0.389, atom 2 (C): -0.886, atom 3 (C): -0.457, atom 4 (C): 0.737, atom 5 (C): -0.513, atom 6 (C): 0.225, atom 7 (O): -0.137, atom 8 (O): -0.493, atom 9 (H): 0.239, atom 10 (H): 0.290, atom 11 (H): 0.296, atom 12 (H): 0.283, atom 13 (H): 0.382, atom 14 (H): 0.423



Ordering by calculated energy gives the sequence version c, version a, version d, version b, with the first entry being the most stable.



Version a
A gas-phase ion, C2H4N (charge +1). Source: the Open Molecules 2025 dataset; level of theory: ωB97M-V/def2-TZVPD.

The spin multiplicity is 1. Its charge is +1. Its gap between HOMO and LUMO is 0.469 Eh. The lowest unoccupied orbital energy is -5.628 eV. The calculation puts the HOMO energy at -18.4 eV.

Element x y z (Å)
C (-1.630, 0.010, -0.073)
C (0.797, 0.026, -0.021)
N (-0.487, 0.047, 0.106)
H (-2.620, -0.099, 0.050)
H (1.174, -0.285, -0.907)
H (1.381, 0.970, 0.176)
H (1.385, -0.669, 0.669)

So, what does the Mulliken scheme give us? The charges, in e, come out as: atom 1 (C): 0.023, atom 2 (C): -0.664, atom 3 (N): 0.179, atom 4 (H): 0.445, atom 5 (H): 0.381, atom 6 (H): 0.320, atom 7 (H): 0.317



Version b
2 unconnected molecules or ions with the total composition C2H4N. Source: the Open Molecules 2025 dataset; level of theory: ωB97M-V/def2-TZVPD.

The spin multiplicity is 1. Its charge is +1. Its gap between HOMO and LUMO (spin up / spin down) is 0.289 / 0.290 Eh. The lowest unoccupied orbital energy (spin up / spin down) is -8.909 / -8.509 eV. The calculation puts the HOMO energy (spin up / spin down) at -16.8 / -16.4 eV.

Element x y z (Å)
C (-1.384, 1.776, 0.554)
C (-0.607, 0.858, 0.457)
N (0.788, -1.316, -0.434)
H (-1.509, 2.797, 0.496)
H (1.546, -0.812, -0.060)
H (0.816, -1.646, -1.403)
H (0.349, -1.658, 0.389)

So, what does the Mulliken scheme give us? The charges, in e, come out as: atom 1 (C): -0.052, atom 2 (C): -0.083, atom 3 (N): -0.241, atom 4 (H): 0.340, atom 5 (H): 0.346, atom 6 (H): 0.325, atom 7 (H): 0.364



Version c
A gas-phase ion, C2H4N (charge +1). Source: the Open Molecules 2025 dataset; level of theory: ωB97M-V/def2-TZVPD.

The spin multiplicity is 1. Its charge is +1. Its gap between HOMO and LUMO is 0.356 Eh. The lowest unoccupied orbital energy is -5.761 eV. The calculation puts the HOMO energy at -15.5 eV.

Element x y z (Å)
C (0.742, 1.823, 0.928)
C (0.652, 0.475, 0.328)
N (-0.212, -0.462, -0.396)
H (1.133, 2.596, 1.493)
H (-0.079, -1.353, 0.202)
H (0.033, -0.809, -1.415)
H (-1.170, -0.310, -0.545)

So, what does the Mulliken scheme give us? The charges, in e, come out as: atom 1 (C): -0.131, atom 2 (C): -0.147, atom 3 (N): -0.356, atom 4 (H): 0.407, atom 5 (H): 0.446, atom 6 (H): 0.433, atom 7 (H): 0.347



Ordering by calculated energy gives the sequence version a, version c, version b, with the first entry being the most stable.



Version a
C8H17IN2S in the gas phase. Source: the Open Molecules 2025 dataset; level of theory: ωB97M-V/def2-TZVPD.

The spin multiplicity is 1. Its gap between HOMO and LUMO is 0.316 Eh. The lowest unoccupied orbital energy is 0.463 eV. The calculation puts the HOMO energy at -8.1 eV.

Element x y z (Å)
C (1.822, -1.281, -1.002)
C (1.259, 0.989, 1.902)
C (0.329, 2.059, 1.474)
C (-0.091, 0.547, 1.407)
C (-0.199, 1.420, -2.391)
C (0.341, -2.485, 1.606)
C (-1.325, 1.606, -1.418)
C (-1.417, 0.268, -0.638)
N (-0.545, -2.553, -1.153)
N (-0.260, -0.015, 0.077)
S (0.461, -1.606, -0.175)
I (-3.273, -0.042, 0.393)
H (2.315, -2.033, -1.563)
H (2.465, -0.520, -0.532)
H (2.142, 0.818, 1.258)
H (1.406, 0.841, 2.903)
H (-0.145, 2.623, 2.295)
H (0.325, 2.594, 0.478)
H (-0.813, 0.090, 2.061)
H (-0.527, 0.948, -3.228)
H (0.603, 0.850, -1.918)
H (0.186, 2.293, -2.764)
H (0.506, -3.460, 1.098)
H (1.178, -2.423, 2.252)
H (-0.747, -2.331, 1.852)
H (-1.197, 2.506, -0.644)
H (-2.313, 1.680, -1.908)
H (-1.415, -0.470, -1.396)
H (-1.072, -2.914, -0.328)

So, what does the Mulliken scheme give us? The charges, in e, come out as: atom 1 (C): -0.962, atom 2 (C): -0.762, atom 3 (C): -0.488, atom 4 (C): -0.338, atom 5 (C): -1.204, atom 6 (C): -1.150, atom 7 (C): -0.454, atom 8 (C): -1.008, atom 9 (N): -0.647, atom 10 (N): 0.269, atom 11 (S): 0.663, atom 12 (I): -0.014, atom 13 (H): 0.300, atom 14 (H): 0.201, atom 15 (H): 0.100, atom 16 (H): 0.318, atom 17 (H): 0.170, atom 18 (H): 0.275, atom 19 (H): 0.580, atom 20 (H): 0.433, atom 21 (H): 0.190, atom 22 (H): 0.452, atom 23 (H): 0.445, atom 24 (H): 0.357, atom 25 (H): 0.383, atom 26 (H): 0.188, atom 27 (H): 0.483, atom 28 (H): 0.954, atom 29 (H): 0.267



Version b
C8H17IN2S in the gas phase. Source: the Open Molecules 2025 dataset; level of theory: ωB97M-V/def2-TZVPD.

The spin multiplicity is 1. Its gap between HOMO and LUMO is 0.329 Eh. The lowest unoccupied orbital energy is 0.567 eV. The calculation puts the HOMO energy at -8.4 eV.

Element x y z (Å)
C (-2.182, 1.674, -0.268)
C (-1.330, 1.253, -1.462)
C (0.026, 1.583, -1.823)
C (-0.265, 0.209, -1.392)
C (-0.674, 0.689, 2.560)
C (1.592, -2.703, -1.385)
C (0.509, 0.937, 1.698)
C (1.003, -0.181, 0.858)
N (0.475, -2.948, 0.873)
N (0.158, -0.568, -0.264)
S (0.031, -2.353, -0.491)
I (3.049, 0.469, 0.077)
H (-2.725, 2.551, -0.488)
H (-2.863, 0.765, -0.248)
H (-1.716, 1.677, 0.693)
H (-1.989, 0.947, -2.316)
H (0.343, 1.711, -2.913)
H (0.627, 2.311, -1.253)
H (-0.160, -0.420, -2.326)
H (-0.763, 1.686, 3.042)
H (-0.338, 0.092, 3.383)
H (-1.510, 0.225, 2.013)
H (2.499, -2.083, -1.229)
H (2.076, -3.710, -1.055)
H (1.634, -2.832, -2.480)
H (0.370, 1.786, 0.912)
H (1.316, 1.320, 2.345)
H (1.131, -1.088, 1.424)
H (-0.323, -3.000, 1.516)

So, what does the Mulliken scheme give us? The charges, in e, come out as: atom 1 (C): -1.194, atom 2 (C): 0.145, atom 3 (C): -0.739, atom 4 (C): -0.104, atom 5 (C): -1.491, atom 6 (C): -0.747, atom 7 (C): -0.228, atom 8 (C): -1.100, atom 9 (N): -0.693, atom 10 (N): 0.263, atom 11 (S): 0.319, atom 12 (I): -0.061, atom 13 (H): 0.404, atom 14 (H): 0.255, atom 15 (H): 0.102, atom 16 (H): 0.326, atom 17 (H): 0.217, atom 18 (H): 0.219, atom 19 (H): 0.307, atom 20 (H): 0.327, atom 21 (H): 0.483, atom 22 (H): 0.354, atom 23 (H): 0.123, atom 24 (H): 0.346, atom 25 (H): 0.369, atom 26 (H): 0.207, atom 27 (H): 0.483, atom 28 (H): 0.876, atom 29 (H): 0.232



Ordering by calculated energy gives the sequence version b, version a, with the first entry being the most stable.